Entry 1:
DFT (the ωB97M-V functional and the def2-TZVPD basis) results for 10 unconnected molecules or ions with the total composition C34H74N6O18 in a non-equilibrium geometry.

Geometry as ORCA input:
```
! wB97M-V def2-TZVPD RIJCOSX def2/J DEFGRID3
* xyz 0 1
C -0.83973 -2.28874 0.32196
C -0.68084 -0.74965 0.29799
O -0.16240 -0.28585 -0.93081
C -0.05709 1.03097 -1.14341
O -0.45905 1.87829 -0.42386
O 0.41447 1.21196 -2.41775
C 0.61058 2.53554 -2.96132
H -1.17893 -2.57705 -0.67299
H -1.65075 -2.51973 1.01260
H 0.12162 -2.70345 0.62513
H -0.05454 -0.42073 1.12724
H -1.63529 -0.25463 0.47710
H 1.53311 2.96873 -2.57483
H -0.18578 3.22046 -2.67013
H 0.73039 2.48700 -4.04363
C 4.77820 -0.30257 -1.38613
C 3.48896 -0.34100 -2.21315
O 3.86162 -0.07841 -3.57015
C 4.09211 1.16533 -4.00834
O 3.88122 2.19834 -3.36145
O 4.61114 1.09703 -5.21995
C 5.17641 2.27797 -5.86249
H 4.46314 -0.44591 -0.35255
H 5.36079 0.61597 -1.45664
H 5.48070 -1.11788 -1.55899
H 2.84074 0.47488 -1.89339
H 2.88356 -1.24006 -2.32839
H 4.80062 2.28404 -6.88565
H 6.25804 2.38408 -5.77931
H 4.70349 3.19883 -5.52122
C -5.54027 -3.05832 8.01123
C -5.92214 -1.89611 7.11679
O -5.82738 -2.13551 5.67402
C -4.61962 -1.92880 5.11135
O -3.55130 -1.52495 5.62385
O -4.78365 -2.20238 3.77307
C -3.57947 -2.14038 2.92084
H -4.50953 -3.35662 7.81970
H -6.19268 -3.91050 7.82080
H -5.62955 -2.79840 9.06601
H -5.44685 -0.99055 7.49385
H -6.98429 -1.73877 7.30436
H -2.84097 -2.90611 3.15830
H -3.11132 -1.16093 3.01893
H -3.86996 -2.16279 1.87049
C -0.36743 -5.46035 2.30716
C 1.01660 -5.52304 1.62310
O 0.87323 -5.84401 0.18781
C 0.83287 -7.13515 -0.25851
O 1.16105 -8.15291 0.39245
O 0.31813 -7.12625 -1.51015
C -0.23956 -5.94905 -2.06500
H -1.16152 -5.30330 1.57719
H -0.38860 -4.68324 3.07120
H -0.54088 -6.36796 2.88531
H 1.75670 -6.21191 2.03030
H 1.43494 -4.51920 1.69666
H -0.73973 -6.28493 -2.97335
H 0.56820 -5.27769 -2.35635
H -1.05324 -5.45355 -1.53537
C 3.14999 3.94844 -0.26348
N 4.34573 3.52194 0.43299
C 5.48997 3.33943 -0.42406
C 4.37889 3.22674 1.74961
O 5.41921 2.83566 2.30497
H 3.29775 4.95834 -0.64605
H 2.24234 3.99416 0.33834
H 3.03392 3.17658 -1.02431
H 6.34682 2.85382 0.04294
H 5.19167 2.58541 -1.15247
H 5.74152 4.23923 -0.98547
H 3.37541 3.29052 2.19812
C -3.60413 7.35419 -3.45904
N -2.59619 6.28458 -3.82030
C -1.17619 6.80912 -3.77778
C -3.01906 5.03677 -4.17899
O -2.26952 4.08842 -4.51580
H -4.57464 6.93613 -3.72632
H -3.48315 8.31079 -3.96735
H -3.58852 7.45449 -2.37378
H -0.53164 5.93653 -3.88381
H -0.97171 7.55523 -4.54564
H -1.04166 7.20518 -2.77123
H -4.11720 5.03462 -4.09966
C 4.25501 -0.55877 4.15119
N 2.97128 -0.56019 3.36617
C 3.01450 -0.18589 1.97174
C 1.84434 -0.89377 3.91905
O 0.73901 -0.85815 3.34422
H 4.71802 0.42776 4.17298
H 5.07709 -1.14016 3.73372
H 4.08625 -0.89494 5.17423
H 3.80716 -0.80889 1.55741
H 2.07803 -0.39797 1.45585
H 3.29176 0.86692 1.91862
H 1.98779 -1.13659 4.98331
C -1.87102 1.62563 4.11489
N -0.56832 2.17515 4.25729
C -0.38180 2.80589 5.56178
C 0.20694 2.40022 3.16437
O 1.15795 3.19112 3.22188
H -2.02660 0.92664 4.93667
H -1.80745 1.03667 3.19991
H -2.64007 2.39391 4.19488
H -0.48239 2.04137 6.33217
H 0.67454 3.02890 5.71183
H -0.95990 3.69289 5.82087
H -0.24752 1.83470 2.33621
C -5.28301 -0.34717 -2.92605
N -4.54763 0.07267 -1.76209
C -3.43915 1.00946 -1.92262
C -4.82723 -0.40527 -0.53177
O -4.33679 0.01742 0.49876
H -4.60107 -0.56801 -3.74720
H -6.07785 0.36027 -3.16241
H -5.76796 -1.28582 -2.65796
H -2.67267 0.59050 -2.57460
H -3.77268 1.92931 -2.40296
H -2.95482 1.18051 -0.96123
H -5.61841 -1.16904 -0.58568
C 0.25093 -1.80073 -3.65109
N 0.63604 -3.03443 -4.46738
C 2.06030 -3.45929 -4.40157
C -0.15201 -3.58645 -5.40072
O -1.25715 -3.21220 -5.57140
H 0.28687 -2.11669 -2.60851
H -0.79348 -1.55869 -3.84794
H 1.00763 -1.02056 -3.73384
H 2.64359 -2.84538 -3.71528
H 2.05619 -4.49332 -4.05678
H 2.52484 -3.40443 -5.38609
H 0.42352 -4.34157 -5.95819
*
```

Computed properties:
- SMILES = CCOC(=O)OC.CCOC(=O)OC.CCOC(=O)OC.CCOC(=O)OC.CN(C)C=O.CN(C)C=O.CN(C)C=O.CN(C)C=O.CN(C)C=O.CN(C)C=O
- Kohn-Sham gap (eV) = 9.32
- calculated total energy (Eh) = -3022.70068

Entry 2:
DFT (the ωB97M-V functional and the def2-TZVPD basis) results for 4 unconnected molecules or ions with the total composition C34H75B2N3O8Si in a non-equilibrium geometry.

Geometry as ORCA input:
```
! wB97M-V def2-TZVPD RIJCOSX def2/J DEFGRID3
* xyz 0 1
C -1.42827 -4.58870 1.79418
Si -2.46928 -4.90258 0.23854
C -3.41032 -6.52124 0.46138
C -3.74725 -3.51749 0.17275
C -3.12360 -2.08812 0.08202
C -3.65394 -1.08240 1.13047
C -4.24993 0.21425 0.50644
C -3.06253 1.18742 0.18637
C -2.77749 1.11979 -1.32190
C -1.39567 1.65522 -1.79732
C -0.37903 1.96895 -0.67951
B 0.39837 0.69862 -0.20670
B 1.62156 0.74410 0.98992
O 2.34451 -0.39388 1.28412
O 1.91258 1.90051 1.70679
C -1.25484 -4.92472 -1.20464
C -0.85932 -6.14637 -1.69327
C 0.05246 -6.26039 -2.70751
C 0.57904 -5.11170 -3.23794
C 0.18473 -3.87967 -2.79815
C -0.72985 -3.78673 -1.78290
H -2.05382 -4.37064 2.66355
H -0.74543 -3.74658 1.64750
H -0.79384 -5.45196 2.01366
H -4.06277 -6.64232 -0.40836
H -4.08888 -6.37015 1.30395
H -2.76683 -7.38509 0.61239
H -4.41275 -3.58103 1.03810
H -4.37361 -3.67689 -0.71284
H -3.28376 -1.75277 -0.93976
H -2.04895 -2.19182 0.25570
H -4.46674 -1.55984 1.68670
H -2.85546 -0.86104 1.84046
H -4.85307 0.66775 1.29568
H -4.82706 -0.04051 -0.38095
H -3.40837 2.19532 0.41927
H -2.23959 0.85289 0.81417
H -3.54125 1.74018 -1.79915
H -2.90517 0.12374 -1.74243
H -0.93948 0.87188 -2.40792
H -1.49177 2.50826 -2.47377
H -0.77708 2.55047 0.15639
H 0.40588 2.60368 -1.13197
H 0.12551 -0.37620 -0.67407
H 1.74272 -1.14670 1.22102
H 1.53646 1.84426 2.59306
H -1.27064 -7.06018 -1.27555
H 0.37095 -7.22787 -3.07208
H 1.32543 -5.17576 -4.02374
H 0.61335 -2.98998 -3.24238
H -1.00761 -2.78824 -1.46773
C 7.62990 -5.23686 -0.86746
O 6.61065 -5.00679 0.08618
C 6.86659 -3.91244 0.96056
C 5.93301 -2.75236 0.67737
N 6.24426 -2.11732 -0.59823
C 5.23356 -1.16771 -1.05949
C 3.82986 -1.69237 -1.34898
O 3.74267 -2.55938 -2.46757
C 4.06246 -3.91415 -2.20856
H 7.41957 -6.18997 -1.35093
H 7.64722 -4.45834 -1.63746
H 8.61255 -5.29781 -0.39090
H 7.91381 -3.59940 0.91530
H 6.67117 -4.26984 1.97570
H 6.03248 -2.01218 1.47659
H 4.90768 -3.14343 0.70039
H 6.35247 -2.83431 -1.30310
H 5.61626 -0.72637 -1.98381
H 5.16057 -0.35633 -0.32838
H 3.21317 -0.82504 -1.60303
H 3.36140 -2.14694 -0.47011
H 3.78159 -4.21915 -1.19757
H 5.12570 -4.10709 -2.37629
H 3.50730 -4.52823 -2.91840
C 3.31512 3.98465 -1.36163
O 2.48239 3.80022 -2.49426
C 1.99993 5.01456 -3.05936
C 2.63859 5.27880 -4.40827
N 4.04972 5.61910 -4.27127
C 4.79347 5.62943 -5.52959
C 4.90312 4.32373 -6.31531
O 5.68265 3.32284 -5.68713
C 5.00459 2.53943 -4.72173
H 3.47409 3.00820 -0.90539
H 4.29110 4.39452 -1.64097
H 2.84249 4.63861 -0.62403
H 2.14099 5.85863 -2.37827
H 0.92350 4.88648 -3.20916
H 2.11720 6.11004 -4.89251
H 2.49175 4.38004 -5.02108
H 4.48785 4.95280 -3.64944
H 5.80911 5.95487 -5.29122
H 4.36171 6.39639 -6.18090
H 5.42407 4.55741 -7.24786
H 3.92453 3.92446 -6.60765
H 3.94985 2.39878 -4.97033
H 5.09884 2.97534 -3.72326
H 5.48479 1.56068 -4.69217
C -4.09197 1.31409 4.36748
O -5.36453 1.70402 3.88745
C -6.44849 1.10501 4.59112
C -7.19162 2.12828 5.42665
N -6.38906 2.57583 6.55892
C -6.92549 3.74327 7.25643
C -7.05502 5.05266 6.48045
O -5.82141 5.64569 6.11840
C -5.23127 5.14529 4.93302
H -3.34267 1.66866 3.65960
H -3.87761 1.75510 5.34653
H -4.01469 0.22467 4.43559
H -6.11362 0.26050 5.20028
H -7.13647 0.71559 3.83498
H -8.11548 1.67764 5.80139
H -7.46182 2.95922 4.76238
H -5.45930 2.80143 6.23165
H -6.26635 3.93044 8.10772
H -7.90518 3.48063 7.66854
H -7.53980 5.77051 7.14762
H -7.71107 4.96156 5.60656
H -5.97821 4.83653 4.19770
H -4.55415 4.31441 5.14984
H -4.63039 5.94506 4.49863
*
```

Computed properties:
- SMILES = C[Si](C)(CCCCCCCCBB(O)O)c1ccccc1.COCCNCCOC.COCCNCCOC.COCCNCCOC
- Kohn-Sham gap (eV) = 8.16
- calculated total energy (Eh) = -2445.75896

Entry 3:
DFT (the ωB97M-V functional and the def2-TZVPD basis) results for 5 unconnected molecules or ions with the total composition C34H76BrF3N2OPS.

Geometry as ORCA input:
```
! wB97M-V def2-TZVPD RIJCOSX def2/J DEFGRID3
* xyz 1 1
C -4.95032 -1.36451 1.33132
C -3.94566 -0.39991 0.71124
C -2.71713 -0.16063 1.57635
Br -1.79754 -1.85414 1.86504
C -1.83632 1.05890 1.14106
N -2.19693 1.52675 -0.27126
C -1.60815 2.84402 -0.72908
C -0.15973 3.00874 -0.28183
N 0.10031 2.52328 1.05524
C -0.30126 1.13666 1.30771
C 0.59889 0.19463 0.43963
C -0.00906 -0.51106 -0.77175
O -0.32735 0.37721 -1.84270
C 0.90698 -1.61776 -1.26963
F 0.39684 -2.21253 -2.35542
F 1.10140 -2.53841 -0.32371
F 2.10345 -1.10187 -1.61736
P 0.24818 0.89961 3.09452
S 2.07023 1.38894 3.41657
H -5.06937 -1.18951 2.40278
H -5.92893 -1.23585 0.87099
H -4.64497 -2.39880 1.18730
H -3.64654 -0.77326 -0.27495
H -4.45187 0.56166 0.55444
H -3.05686 0.09641 2.57805
H -2.22452 1.87460 1.75933
H -3.21020 1.64680 -0.27768
H -1.97941 0.81315 -0.97369
H -1.69079 2.84658 -1.81428
H -2.25781 3.61991 -0.32152
H 0.10063 4.06545 -0.33004
H 0.49613 2.48820 -0.97819
H -0.27486 3.16038 1.75210
H 1.06876 -0.56304 1.06888
H 1.42681 0.81644 0.09373
H -0.94218 -1.01110 -0.51315
H 0.41237 0.45437 -2.46111
H -0.12066 -0.42214 3.34827
H -0.78478 1.61207 3.74384
C -5.95632 2.65530 2.00935
C -6.54280 2.55993 0.61034
C -6.39469 3.84214 -0.20821
C -7.09980 5.06447 0.38314
C -8.59809 4.88124 0.62121
C -9.38700 4.57788 -0.64742
H -6.44693 3.42603 2.60304
H -6.05653 1.71427 2.55388
H -4.89033 2.91205 1.96755
H -7.59492 2.27387 0.67018
H -6.04970 1.74665 0.06357
H -6.76395 3.66055 -1.22035
H -5.32694 4.07799 -0.31393
H -6.94880 5.90826 -0.29635
H -6.61965 5.34822 1.32367
H -8.98498 5.79470 1.07771
H -8.76658 4.08851 1.35640
H -9.26040 5.37394 -1.38404
H -10.45213 4.48827 -0.43548
H -9.06929 3.64263 -1.11255
C 4.75684 3.06005 1.64822
C 3.63846 3.44528 0.68522
C 3.85579 2.94194 -0.74140
C 5.11624 3.46601 -1.43100
C 5.21699 4.98867 -1.50000
C 4.07689 5.64259 -2.27261
H 5.71346 3.50313 1.36731
H 4.53012 3.38610 2.66408
H 4.88425 1.97469 1.66971
H 3.51372 4.53291 0.68412
H 2.69970 3.02895 1.05883
H 2.97976 3.19811 -1.34935
H 3.90327 1.84623 -0.72414
H 5.15285 3.06053 -2.44720
H 5.99844 3.07315 -0.91919
H 6.16714 5.25129 -1.97051
H 5.25868 5.40439 -0.48941
H 4.03202 5.26402 -3.29648
H 4.20242 6.72429 -2.32355
H 3.10919 5.44918 -1.80375
C 4.07659 -0.94307 1.11624
C 5.30449 -0.96410 2.01779
C 6.62121 -0.86082 1.25059
C 6.87160 -1.99105 0.25034
C 6.83520 -3.39638 0.84913
C 7.88384 -3.62631 1.93154
H 4.06034 -1.78835 0.42570
H 3.16183 -0.97151 1.71047
H 4.05467 -0.02582 0.51925
H 5.29302 -1.87243 2.62644
H 5.24479 -0.13082 2.72361
H 7.44467 -0.81536 1.96748
H 6.64185 0.09237 0.71056
H 7.84878 -1.82941 -0.21497
H 6.14081 -1.93160 -0.56159
H 6.98362 -4.11975 0.04347
H 5.84011 -3.60147 1.25606
H 8.88923 -3.45602 1.54053
H 7.84309 -4.64768 2.31089
H 7.74215 -2.95634 2.78122
C -1.68793 -5.55666 -0.20227
C -0.42214 -6.27385 -0.65930
C -0.04199 -5.98770 -2.11076
C -1.09342 -6.39923 -3.14352
C -1.50003 -7.87136 -3.09451
C -0.34413 -8.83242 -3.34807
H -2.55684 -5.85637 -0.79023
H -1.90959 -5.77805 0.84303
H -1.57786 -4.47145 -0.30120
H -0.54802 -7.35010 -0.51512
H 0.41158 -5.98111 -0.01535
H 0.90350 -6.48889 -2.33224
H 0.15309 -4.91645 -2.22291
H -0.70331 -6.17348 -4.14101
H -1.98734 -5.77964 -3.02428
H -2.27962 -8.03976 -3.84151
H -1.95872 -8.09902 -2.12768
H 0.11147 -8.64415 -4.32269
H -0.68243 -9.86861 -3.33376
H 0.43766 -8.73441 -2.59305
*
```

Computed properties:
- Kohn-Sham gap (eV) = 8.91
- calculated total energy (Eh) = -5138.76259

Entry 4:
DFT (the ωB97M-V functional and the def2-TZVPD basis) results for 5 unconnected molecules or ions with the total composition C34H76FO2S.

Geometry as ORCA input:
```
! wB97M-V def2-TZVPD RIJCOSX def2/J DEFGRID3
* xyz 1 1
C -3.51937 -1.49486 0.67665
C -3.52831 -1.47488 2.17553
O -4.39824 -0.90609 2.77550
O -2.52190 -2.14164 2.79498
C -1.80669 -1.41931 3.80979
C -0.37467 -1.05668 3.37477
C -0.05723 -1.35462 1.91521
C 1.40306 -0.96358 1.58693
C 1.51798 0.01188 0.41334
C 1.38984 -0.61464 -0.97640
S 2.56152 -1.97544 -1.19148
C 2.31810 -2.52513 -2.89428
C 2.40217 -1.39095 -3.90074
F 3.51380 -0.61597 -3.62994
H -2.80999 -0.75730 0.29475
H -3.23103 -2.46971 0.28220
H -4.50984 -1.21932 0.32838
H -1.77850 -2.06529 4.68545
H -2.38016 -0.53624 4.08911
H -0.25201 0.01766 3.53669
H 0.34353 -1.55374 4.02867
H -0.21679 -2.41485 1.72083
H -0.73457 -0.77448 1.28264
H 1.97417 -1.87535 1.39289
H 1.87526 -0.49431 2.45085
H 0.69613 0.72935 0.47592
H 2.44539 0.58739 0.45556
H 1.61675 0.12509 -1.74247
H 0.39768 -1.02025 -1.18330
H 3.69621 -1.26548 -1.32400
H 3.05123 -3.31014 -3.07246
H 1.31221 -2.94788 -2.90349
H 1.51779 -0.75967 -3.80574
H 2.44539 -1.76727 -4.92189
C -7.34078 -6.68948 -2.03657
C -7.49344 -5.22097 -1.65478
C -6.22868 -4.61390 -1.05054
C -5.75519 -5.26103 0.25091
C -6.76622 -5.25164 1.39582
C -7.16278 -3.85011 1.84915
H -7.12119 -7.31238 -1.16824
H -8.25561 -7.07270 -2.48909
H -6.53130 -6.82234 -2.75817
H -8.32910 -5.10874 -0.95879
H -7.76254 -4.64636 -2.54459
H -6.39245 -3.54415 -0.88827
H -5.41932 -4.68638 -1.78615
H -4.85178 -4.73853 0.58845
H -5.44783 -6.29225 0.05681
H -6.32027 -5.78243 2.24088
H -7.65928 -5.81883 1.12060
H -6.28221 -3.27882 2.15391
H -7.84079 -3.89602 2.70148
H -7.66970 -3.29145 1.06056
C -0.14254 0.53377 -6.34330
C 0.04602 -0.81534 -7.03116
C 1.37741 -0.94110 -7.76937
C 1.58342 0.05585 -8.91106
C 0.51075 0.00940 -9.99834
C 0.42668 -1.33387 -10.71567
H -0.14209 1.35839 -7.05549
H -1.09308 0.56682 -5.80850
H 0.65821 0.72283 -5.62109
H -0.78609 -0.99119 -7.71597
H -0.01517 -1.61064 -6.27861
H 1.47491 -1.95983 -8.15408
H 2.19722 -0.80924 -7.05132
H 2.55929 -0.13850 -9.36534
H 1.63890 1.07029 -8.50699
H 0.72965 0.79179 -10.72817
H -0.46584 0.26009 -9.57412
H 1.38308 -1.58901 -11.17657
H -0.32582 -1.30855 -11.50365
H 0.15679 -2.14314 -10.03472
C -1.51361 5.02466 7.17882
C -0.87203 5.41204 5.85054
C -1.41046 4.62140 4.65885
C -1.17885 3.11109 4.73568
C 0.28347 2.69367 4.88336
C 1.15154 3.10139 3.69738
H -1.32242 3.98072 7.43312
H -1.12291 5.63453 7.99356
H -2.59550 5.16781 7.14440
H 0.21332 5.29393 5.92019
H -1.04684 6.47443 5.66543
H -0.96531 5.01488 3.74047
H -2.48603 4.80074 4.57049
H -1.59032 2.65127 3.82893
H -1.75218 2.69469 5.56787
H 0.32734 1.60501 4.98424
H 0.69659 3.09520 5.81142
H 0.75894 2.67631 2.76765
H 2.17574 2.74531 3.82157
H 1.19298 4.18438 3.57729
C 4.90474 2.05697 2.10154
C 6.33642 2.10062 2.62541
C 6.50868 3.03048 3.82548
C 6.18010 4.49973 3.55203
C 6.98138 5.13645 2.41725
C 8.48536 5.15488 2.66958
H 4.57206 3.03497 1.75071
H 4.81707 1.35935 1.26330
H 4.21732 1.73049 2.88625
H 7.01107 2.39843 1.81848
H 6.64238 1.09326 2.91975
H 7.53446 2.94556 4.19160
H 5.86969 2.67795 4.64169
H 6.35404 5.06768 4.47061
H 5.11255 4.60357 3.33587
H 6.62935 6.16166 2.27977
H 6.77508 4.61887 1.47530
H 8.71782 5.69511 3.58938
H 9.01326 5.64681 1.85228
H 8.89350 4.14709 2.76217
*
```

Computed properties:
- Kohn-Sham gap (eV) = 9.30
- calculated total energy (Eh) = -1989.32174